No. 1
{"formula": "C4H8N4", "method": "wB97M-V/def2-TZVPD", "relative_energy_kcal_mol": 164.1, "e_lumo_ev": 0.646, "total_charge": 0, "spin_multiplicity": 1, "gap_ev": 8.863, "elements": ["C", "C", "C", "C", "H", "H", "H", "H", "H", "H", "H", "H", "N", "N", "N", "N"], "xyz": [[0.602456, -0.485403, 0.516388], [-0.921370, 1.722387, -1.908125], [-0.331614, -1.608743, 0.335259], [-1.569577, -1.947893, -0.121877], [2.656554, 0.622988, 2.604761], [1.174691, 1.309319, 1.560177], [0.775186, 1.694942, -0.125427], [-0.581046, 2.978770, -1.575674], [-1.492196, 1.087125, -2.929908], [-0.037343, -2.465757, 0.910324], [-1.769157, -2.998574, 0.192882], [-1.902005, -1.445795, -0.981824], [2.113863, 0.681058, 1.567157], [1.620961, -0.586249, 1.311353], [0.202741, 0.833263, -0.095558], [-0.542145, 0.608563, -1.259909]], "forces_ev_per_angstrom": [[-0.087, 1.575, -1.233], [0.361, -3.459, -0.689], [-0.797, -1.326, 0.852], [3.105, -0.553, 0.332], [-2.308, 0.499, -3.743], [3.311, -1.098, 1.227], [-0.073, -1.255, 0.024], [-1.253, -4.105, -1.309], [1.493, 3.488, 2.709], [1.110, 0.209, 0.773], [-0.752, 1.139, -0.793], [-1.550, 0.562, -0.567], [-0.133, 1.473, 3.299], [-1.916, 0.199, -0.755], [-0.062, -2.102, 0.037], [-0.449, 4.755, -0.163]]}

No. 2
{"formula": "C5H10N", "method": "wB97M-V/def2-TZVPD", "relative_energy_kcal_mol": 51.3, "e_lumo_ev": -4.828, "total_charge": 1, "spin_multiplicity": 1, "gap_ev": 11.228, "elements": ["C", "C", "C", "C", "N", "C", "H", "H", "H", "H", "H", "H", "H", "H", "H", "H"], "xyz": [[-2.458747, 0.187571, -0.007390], [-1.102401, -0.496498, -0.185218], [-0.021325, 0.222975, 0.558727], [0.864386, 1.344048, -0.189482], [1.359488, 0.216445, 0.057906], [2.498526, -0.599238, -0.051134], [-2.776962, 0.160191, 1.031029], [-3.202103, -0.333904, -0.603717], [-2.425283, 1.223903, -0.333840], [-0.855004, -0.550705, -1.246524], [-1.173739, -1.517921, 0.199757], [-0.130567, 0.341914, 1.630348], [1.062239, 2.288670, -0.645195], [2.810742, -0.918357, 0.947544], [3.305306, -0.065089, -0.552539], [2.245448, -1.504009, -0.610266]], "forces_ev_per_angstrom": [[0.148, -0.056, -0.006], [-0.121, -0.084, -0.032], [0.585, 1.739, -1.123], [-1.501, -2.682, 1.634], [-0.848, 1.384, -0.119], [1.335, -1.111, -0.115], [-0.059, 0.030, 0.100], [-0.069, -0.001, 0.010], [-0.018, 0.099, -0.039], [0.104, -0.056, -0.004], [0.115, 0.001, -0.057], [0.196, 0.057, 0.037], [0.305, 0.401, -0.251], [-0.033, 0.144, -0.084], [-0.103, -0.002, 0.063], [-0.036, 0.138, -0.012]]}

No. 3
{"formula": "H80O40", "method": "wB97M-V/def2-TZVPD", "relative_energy_kcal_mol": 367.6, "e_lumo_ev": -0.847, "total_charge": 0, "spin_multiplicity": 1, "gap_ev": 9.311, "elements": ["H", "H", "O", "H", "H", "O", "H", "H", "O", "H", "H", "O", "H", "H", "O", "H", "O", "H", "O", "H", "H", "O", "H", "H", "O", "H", "H", "O", "H", "H", "O", "H", "O", "H", "H", "O", "H", "H", "O", "H", "H", "O", "H", "H", "O", "H", "H", "O", "H", "H", "O", "H", "O", "H", "H", "O", "H", "O", "H", "H", "O", "H", "H", "O", "H", "H", "O", "H", "H", "O", "H", "H", "O", "H", "H", "O", "H", "H", "O", "H", "H", "O", "H", "H", "O", "H", "H", "O", "H", "O", "H", "H", "O", "H", "H", "H", "H", "H", "H", "O", "H", "H", "O", "H", "H", "O", "H", "H", "O", "H", "H", "O", "H", "H", "O", "H", "H", "O", "H", "H"], "xyz": [[2.799043, -4.803662, -1.859062], [1.583962, -5.082986, -1.153266], [2.411811, -4.654800, -0.993509], [-4.250047, -3.723936, -0.374702], [-4.954792, -3.738239, 0.791663], [-3.984010, -3.960661, 0.506460], [2.124436, 2.565101, -4.202248], [2.343809, 3.419914, -5.359819], [1.975782, 3.528083, -4.453467], [2.472642, 0.200374, 0.197098], [1.796098, 0.853565, -1.006961], [1.864094, 1.022585, 0.002224], [-0.563378, -5.669107, -1.701246], [-0.326043, -6.159902, -0.405494], [0.053272, -6.231914, -1.373321], [2.954007, 0.984847, 5.712889], [2.108494, 1.106270, 5.917645], [1.125788, -3.262807, -3.462298], [0.620951, -3.853359, -2.822532], [6.157186, -2.274747, 1.179162], [4.694026, -2.242880, 1.152699], [5.303940, -2.726895, 0.696649], [-2.107922, 3.168915, 4.028599], [-1.020113, 3.042930, 5.135636], [-1.243721, 3.505153, 4.281361], [2.284908, -3.485946, 2.826133], [2.738588, -3.468159, 4.141869], [2.504163, -4.176803, 3.572570], [-5.677601, 1.961364, -2.958904], [-5.276506, 2.398403, -1.391122], [-5.846041, 2.194895, -2.071920], [-0.710258, -4.393969, 3.086914], [-0.165632, -3.769001, 3.345128], [-2.470393, 0.961662, 5.502487], [-2.802656, -0.555070, 5.703082], [-3.223383, 0.378585, 5.366867], [-5.171354, -0.317242, 4.216438], [-5.389555, -0.753517, 2.596375], [-5.560923, -0.147008, 3.332105], [-1.726165, -1.834281, -5.137293], [-1.136354, -3.103264, -5.564984], [-1.079735, -2.150997, -5.904408], [-4.358586, -1.510089, -0.970708], [-5.198654, -2.095411, -1.865595], [-4.867828, -2.229133, -1.036028], [-3.385804, -2.355072, -3.901380], [-3.995186, -0.980575, -4.298243], [-3.297937, -1.677827, -4.428744], [2.208167, -2.180771, 0.332298], [1.694091, -1.037185, 1.009706], [2.138271, -1.851792, 1.262859], [4.101852, -2.983613, -1.203720], [3.893342, -2.481163, -1.999119], [-2.991285, 0.325857, -3.055243], [-3.825524, 1.012068, -4.333033], [-3.831127, 0.631112, -3.456978], [-0.693790, -2.002252, 0.740265], [-0.021063, -1.879409, 0.012987], [5.414055, -0.625963, -0.064567], [5.609626, 0.175115, 1.210143], [5.806007, 0.183556, 0.218200], [-1.867527, -1.846151, -2.367117], [-1.795080, -3.395781, -2.349496], [-2.360509, -2.630412, -2.280135], [0.378913, 1.958848, -2.604687], [0.427196, 3.219414, -3.562268], [-0.252670, 2.688056, -3.060360], [-3.341247, -2.207949, 2.795306], [-3.265625, -2.625383, 1.377654], [-3.446640, -1.779231, 1.842699], [0.132326, 3.300225, 2.099081], [-0.293574, 2.941048, 0.800293], [-0.504014, 3.536823, 1.464448], [3.539010, -0.380731, 3.558120], [3.037658, -1.425754, 2.813279], [3.145895, -1.290993, 3.800969], [-0.589832, 4.792377, -2.299786], [-0.111290, 5.674654, -1.093963], [-0.611242, 5.693398, -1.901918], [3.605255, 3.310902, 2.600457], [2.362945, 4.372456, 2.603218], [2.925124, 3.825499, 3.277539], [-3.421031, 5.454867, 0.083077], [-2.495202, 5.952091, -1.134123], [-3.185596, 5.636820, -0.774411], [-4.867394, 1.204563, 2.246793], [-5.621275, 2.449038, 2.714354], [-4.797563, 2.150819, 2.568718], [2.165076, 1.645876, 2.905631], [2.816076, 1.079693, 2.453618], [1.370055, 5.111414, 1.314745], [2.053234, 4.620352, -0.010772], [2.038310, 4.559591, 0.943741], [4.802029, -2.179981, -2.284527], [1.704461, 1.714197, 5.263798], [-0.712688, -2.206965, -0.497057], [0.708469, -3.452713, -1.965300], [0.586541, -4.009504, 3.750699], [2.743905, 1.265923, 1.488480], [-1.369175, 0.694097, -1.033539], [-1.137717, 1.636310, -1.345348], [-2.112907, 1.185436, -0.544559], [0.178959, 1.594163, -6.314219], [0.083624, 2.424185, -5.871255], [-0.639460, 1.012058, -6.325539], [2.411102, -0.487702, -4.850431], [1.800550, -0.002099, -5.354390], [2.944877, -0.999166, -5.326213], [0.314604, 0.692333, 2.298611], [-0.604927, 0.380566, 2.410182], [0.541089, 0.078584, 1.581891], [-0.988625, -0.456896, 5.688783], [-0.519565, -0.963449, 5.098270], [-0.594587, -0.749075, 6.476515], [5.346658, 3.670672, 0.383147], [5.534496, 2.774511, 0.240657], [4.382435, 4.034659, 0.255611], [2.308978, 1.342539, -2.834580], [2.478441, 0.385682, -3.282831], [3.009631, 1.836227, -3.200121]], "forces_ev_per_angstrom": [[0.502, 0.268, -0.133], [-1.215, -0.861, 0.315], [1.055, 0.434, 0.274], [0.976, 0.364, -1.584], [2.600, -0.754, 0.447], [-3.088, -0.582, 1.498], [-0.936, 1.594, 0.006], [-0.462, 0.974, 0.431], [1.149, -2.198, -1.102], [-1.370, 2.324, -0.549], [0.158, 0.997, 2.005], [1.621, -3.418, -2.345], [-2.724, 2.710, -2.809], [1.617, -0.914, -2.221], [1.001, -1.931, 5.148], [5.459, -0.645, -1.546], [-6.182, 1.255, 1.032], [-0.971, -0.983, 1.342], [0.049, 0.922, -2.271], [-2.579, -2.117, -2.037], [-3.538, 1.639, 2.011], [5.984, 0.319, 0.126], [-0.190, -0.095, -0.144], [-0.444, 0.770, -1.346], [0.678, -0.709, 1.515], [0.345, -2.463, 1.099], [0.945, 0.805, 1.925], [-1.080, 1.785, -2.992], [1.658, -0.151, -0.501], [2.712, 0.490, 1.010], [-4.535, -0.229, -0.270], [-3.533, -5.061, -1.554], [-1.038, 7.189, -0.593], [-0.109, -0.172, -0.088], [-1.417, 3.762, -1.335], [0.074, -3.212, 1.150], [0.270, -0.258, -1.356], [0.530, -0.490, 1.159], [-0.948, -0.097, 0.204], [1.353, -0.011, -2.484], [0.625, 1.492, -1.320], [-1.720, -1.422, 3.496], [3.500, 4.275, 1.248], [-1.932, 0.039, -3.567], [-2.275, -3.749, 1.836], [-1.062, -5.408, 4.635], [1.009, -1.178, 0.235], [-0.167, 6.229, -5.179], [0.084, -0.729, 1.060], [-0.407, 0.056, 0.846], [1.017, 0.016, -1.765], [-0.095, -0.227, 0.225], [1.619, 0.769, -0.612], [-0.288, 0.838, -1.142], [1.150, 0.192, -0.085], [-0.835, -0.254, 1.215], [1.830, 0.686, 0.959], [-0.928, 0.002, 2.345], [-0.440, -1.130, -0.624], [0.456, 0.291, -1.942], [-0.098, 1.066, 2.579], [1.348, 1.341, -0.369], [0.715, -0.048, -0.218], [-1.368, -1.620, 0.985], [-1.973, 2.525, -1.802], [-0.906, -0.583, 0.517], [2.590, -1.729, 1.284], [-0.355, 1.973, -2.473], [-0.542, 0.430, -0.650], [0.961, -1.917, 3.273], [1.006, -0.447, 1.892], [0.450, -1.823, -2.227], [-1.778, 2.185, 0.330], [-0.938, -1.264, 1.573], [-0.582, -0.785, 1.427], [1.452, 1.884, -2.654], [0.008, 0.720, 0.701], [0.245, -0.288, 0.477], [-0.231, -0.493, -1.167], [-2.616, 2.062, 2.631], [2.143, -1.813, 2.101], [0.971, -0.626, -3.648], [0.535, -0.056, 2.860], [8.393, 3.467, -2.699], [-9.025, -3.559, -0.103], [-0.132, 1.864, 1.210], [-4.578, 1.321, 0.798], [5.099, -2.161, -2.039], [0.310, -0.290, -0.466], [0.957, 0.273, -0.644], [-1.204, 0.762, -0.307], [-0.408, 0.280, -0.160], [1.296, -0.579, -0.684], [-1.491, -0.417, 0.362], [0.665, -0.569, 0.572], [-1.545, -0.793, -3.607], [0.591, 0.465, 0.612], [4.220, -2.131, 2.045], [-0.137, 0.478, 1.415], [-1.655, 4.142, 0.340], [0.683, -1.974, -0.469], [0.636, -2.122, -0.059], [-0.323, -2.341, -0.803], [-0.881, 0.472, 0.605], [1.392, 1.655, 0.347], [-1.985, 2.336, 4.880], [-1.360, 0.841, -1.556], [3.158, -3.143, -3.327], [-1.609, -1.156, -0.290], [0.187, 0.704, 0.478], [0.261, 0.754, 0.121], [-1.115, 1.358, 0.950], [1.738, -1.693, -2.932], [0.838, -0.209, 2.207], [-2.312, 4.023, 0.391], [-0.653, -2.088, -0.619], [2.900, -2.059, 0.305], [-0.721, -4.201, -0.637], [-0.638, 2.620, 0.945], [1.897, 0.932, 0.101]]}

E_HOMO for every record listed, in sequence, given in eV: -8.218 -16.056 -10.157.
Max |F| for every record listed, in sequence, given in Eh/bohr: 0.093 0.068 0.189.